Record 1
Below is the molecule C21H22N2O5S, with properties calculated with ωB97M-V/def2-TZVPD.

```
51
Properties=species:S:1:pos:R:3:forces:R:3:lowdin_charge:R:1
C -3.541475 5.753995 1.451954 0.083 -0.417 -0.206 -0.0638
C -3.525849 4.801873 0.271337 -0.203 0.461 -0.269 -0.2240
H -2.910452 5.189708 -0.548691 -0.135 -0.074 0.101 0.1276
H -4.536113 4.630819 -0.117408 0.176 0.024 0.012 0.1295
O -2.982834 3.555072 0.704661 0.107 -0.120 0.312 -0.0127
C -2.868575 2.604408 -0.231544 -0.086 0.085 -0.330 -0.4575
O -3.186725 2.771498 -1.385614 0.010 -0.009 0.127 0.1107
C -2.298911 1.346767 0.299577 0.082 -0.206 0.082 -0.1410
C -2.226504 0.239378 -0.543256 -0.048 0.339 0.195 -0.0050
C -1.672650 -0.947485 -0.110447 0.058 -0.183 -0.108 0.0120
C -1.159082 -1.037086 1.182782 -0.185 0.150 -0.146 -0.2154
C -1.246952 0.066191 2.036499 0.042 -0.121 -0.011 -0.0114
C -1.814999 1.244251 1.603515 -0.099 0.011 -0.189 -0.0189
H -1.877214 2.096165 2.262318 0.011 0.044 0.070 0.1209
H -0.847837 -0.010581 3.037777 0.032 0.005 0.131 0.1213
N -0.510130 -2.170006 1.667700 -0.321 0.064 0.431 0.1240
C -0.104065 -3.261884 0.953568 -0.421 -0.064 -0.011 -0.5155
O -0.497803 -3.561743 -0.149740 0.023 -0.122 -0.018 0.0985
C 0.960756 -4.038427 1.686746 0.769 0.536 -0.220 -0.0952
H 1.318149 -4.871126 1.089679 -0.006 0.030 -0.067 0.1110
H 0.650956 -4.369176 2.674112 0.060 0.032 0.143 0.1167
S 2.336851 -2.838262 1.947366 0.059 0.000 -0.116 0.7124
O 3.566317 -3.563487 2.077842 -0.045 -0.167 -0.313 -0.2917
O 1.922326 -2.003239 3.054723 -0.091 0.208 0.038 -0.3253
C 2.289259 -1.861758 0.486947 0.031 -0.355 0.727 -0.2347
C 1.849081 -0.565681 0.419401 0.108 -0.018 0.257 -0.0289
N 1.746489 -0.173522 -0.872956 0.125 -0.112 0.309 -0.0198
C 2.099973 -1.231281 -1.676465 0.251 -0.788 -0.006 -0.1587
C 2.131092 -1.342713 -3.062060 -0.047 0.133 -0.029 -0.0067
C 2.533048 -2.547692 -3.596277 -0.021 0.067 -0.063 -0.0839
C 2.902037 -3.623264 -2.783141 0.029 -0.156 0.020 -0.0800
C 2.871347 -3.526836 -1.410816 -0.025 0.103 -0.075 -0.0135
C 2.460003 -2.321132 -0.847924 0.043 0.140 -0.460 -0.1494
H 3.167511 -4.348923 -0.778288 0.054 -0.132 0.033 0.1128
H 3.213821 -4.546106 -3.248155 0.034 -0.087 -0.028 0.1022
H 2.564404 -2.666585 -4.668778 0.000 0.011 -0.090 0.1014
H 1.845875 -0.520454 -3.699906 -0.031 0.080 -0.082 0.1065
C 1.274311 1.098613 -1.372420 -0.188 0.476 -0.160 -0.1716
C 1.299076 2.199132 -0.323326 0.009 -0.224 -0.130 -0.0613
H 1.032067 3.141688 -0.793720 -0.035 0.070 -0.019 0.0828
H 0.580091 2.001622 0.467472 -0.043 0.016 0.090 0.0561
H 2.292155 2.296748 0.109001 0.089 0.056 0.061 0.0853
H 1.915135 1.381365 -2.213830 -0.087 -0.066 0.064 0.1255
H 0.250916 0.974464 -1.748281 0.154 -0.005 -0.024 0.1223
H 1.625482 0.084860 1.240206 -0.133 0.178 0.114 0.1314
H -0.022345 -2.023770 2.549293 -0.125 -0.059 -0.203 0.1120
H -1.616343 -1.798820 -0.767506 -0.011 -0.021 -0.010 0.1069
H -2.614623 0.330612 -1.546583 -0.026 -0.009 -0.087 0.1246
H -3.955127 6.709732 1.144093 -0.039 0.103 -0.014 0.0774
H -2.532039 5.906952 1.824443 0.081 0.072 0.061 0.0766
H -4.149880 5.345131 2.254118 -0.069 0.022 0.104 0.0773
```
Forces are in eV/Å.

## Properties
HOMO level in eV: -8.51
LUMO in eV: 0.2107
2S+1: 1
Orbital gap in eV: 8.7
SMILES string: CCOC(=O)c1ccc(NC(=O)CS(=O)(=O)c2cn(CC)c3ccccc23)cc1
Energy above the lowest of the compared OMol25 structures with the same formula, charge and spin in kcal per mole: 5.6
Molecular weight in g mol⁻¹: 414.483



Record 2
Below is the molecule C21H22N2OS, with properties calculated with ωB97M-V/def2-TZVPD.

```
47
Properties=species:S:1:pos:R:3:forces:R:3:lowdin_charge:R:1
C -3.608363 3.220477 2.783865 0.044 0.027 0.047 -0.0549
C -2.359740 3.122740 1.961149 0.018 -0.073 -0.020 -0.2835
C -1.721209 1.905456 1.765579 -0.139 0.037 0.033 -0.0382
C -0.562168 1.820015 1.016252 0.114 0.139 -0.108 -0.0175
C -0.014480 2.960505 0.436003 -0.242 -0.033 0.169 -0.1637
C -0.639063 4.188024 0.651359 0.014 -0.067 -0.020 -0.0186
C -1.795268 4.263686 1.399655 0.003 -0.051 0.003 -0.0412
H -2.271360 5.221669 1.554997 -0.056 0.101 0.001 0.1120
H -0.202013 5.076304 0.221673 0.041 0.082 -0.026 0.1101
C 1.201788 2.914069 -0.372295 0.223 -0.773 -0.698 -0.2790
C 1.557259 1.937063 -1.265220 0.104 0.292 0.037 -0.4691
S 3.080402 2.325170 -1.994642 -0.421 0.459 0.605 1.0980
C 3.106700 3.803792 -1.044527 0.262 -0.686 -0.697 -0.6239
N 2.084722 3.951070 -0.291050 -0.013 0.702 0.513 0.0957
C 4.237314 4.754971 -1.143807 0.200 0.105 -0.037 -0.0840
H 4.366779 5.087693 -2.172769 0.057 0.073 -0.020 0.0750
H 5.162360 4.276599 -0.824332 0.075 0.051 0.015 0.0776
H 4.038527 5.612306 -0.506586 0.001 0.025 0.009 0.0814
C 0.820436 0.704243 -1.650321 0.287 -0.032 0.198 -0.1176
H -0.254186 0.870718 -1.536799 0.033 -0.054 -0.074 0.1234
H 1.033400 0.460137 -2.695408 -0.145 -0.037 0.006 0.1219
C 1.253612 -0.502865 -0.800010 -0.249 0.344 -0.388 -0.4731
O 2.254603 -0.502083 -0.124875 0.133 -0.012 0.113 0.0856
N 0.380182 -1.537843 -0.930095 -0.468 -0.299 -0.203 0.1365
C 0.419932 -2.814694 -0.346584 0.123 -0.319 0.206 -0.1720
C 1.383039 -3.143731 0.599288 0.170 0.119 0.089 -0.0116
C 1.388686 -4.406385 1.158227 -0.114 -0.040 -0.071 -0.0737
C 0.439603 -5.335741 0.780737 0.031 -0.030 0.034 -0.0590
C -0.531746 -5.023272 -0.163037 0.113 0.030 0.094 -0.2361
C -0.548419 -3.752530 -0.738775 0.050 0.081 -0.005 -0.1692
C -1.579439 -3.372950 -1.769437 0.136 -0.067 0.140 -0.0365
H -1.101555 -3.072378 -2.703392 -0.043 0.057 -0.102 0.0895
H -2.201732 -2.549775 -1.412933 -0.090 0.077 -0.059 0.0898
H -2.236153 -4.205843 -1.991843 -0.069 0.005 -0.055 0.0647
C -1.540006 -6.072431 -0.537202 0.021 0.054 -0.010 -0.0541
H -1.360475 -6.981436 0.030945 -0.019 -0.055 0.009 0.0737
H -2.553748 -5.735090 -0.324459 -0.102 -0.047 -0.041 0.0841
H -1.473940 -6.317853 -1.596665 -0.083 -0.058 -0.066 0.0844
H 0.449256 -6.321449 1.222414 -0.020 -0.106 0.031 0.1045
H 2.137700 -4.662575 1.891897 0.073 -0.010 0.067 0.1041
H 2.119353 -2.413022 0.885563 0.013 0.024 0.000 0.0981
H -0.399543 -1.387979 -1.552647 0.158 0.133 0.089 0.1153
H -0.060197 0.869409 0.917876 0.054 -0.089 0.017 0.1063
H -2.130966 1.010398 2.213014 -0.048 -0.072 0.049 0.1103
H -3.376154 3.631612 3.766669 -0.070 0.012 0.080 0.0836
H -4.331450 3.881521 2.309608 -0.088 0.014 0.014 0.0778
H -4.062284 2.242279 2.922944 -0.072 -0.031 0.031 0.0731
```
Forces are in eV/Å.

## Properties
HOMO level in eV: -8.08
LUMO in eV: 0.5110
2S+1: 1
Orbital gap in eV: 8.6
SMILES string: Cc1ccc(-c2nc(C)sc2CC(=O)Nc2cccc(C)c2C)cc1
Energy above the lowest of the compared OMol25 structures with the same formula, charge and spin in kcal per mole: 0.0
Molecular weight in g mol⁻¹: 350.487



Record 3
Below is a structure of composition C21H22N4O12V, with properties calculated with ωB97M-V/def2-TZVPD.

```
60
Properties=species:S:1:pos:R:3:forces:R:3:lowdin_charge:R:1
O -1.712270 22.715009 7.001871 0.807 -0.704 3.580 -0.4118
V -1.267973 22.011547 8.440463 2.290 -2.445 -5.865 1.0519
O 0.150076 22.577733 8.945622 -2.061 -0.351 -0.326 -0.3966
O -0.900916 19.992976 7.484662 0.115 2.374 0.778 -0.2785
C -0.059917 19.357232 6.498369 0.406 0.453 1.598 -0.2932
C -0.708579 18.308411 5.564868 -2.959 -2.450 0.445 -0.4301
O -1.731630 17.411858 5.982031 1.597 2.295 -0.190 -0.3516
H 0.827876 18.893810 6.928666 -0.138 -0.561 1.305 0.0745
H 0.521411 20.070524 5.914100 -0.743 0.784 -0.638 0.0633
H 0.060147 17.604265 5.246535 1.346 0.322 -0.193 0.0684
H -0.984866 18.860688 4.666681 -0.453 0.484 -0.726 0.0493
C 1.894895 15.625181 7.259212 0.531 -0.151 0.552 0.0145
N 0.456528 15.294907 7.322586 -0.677 1.493 0.704 -0.4518
O 0.005725 14.590560 6.445885 -0.004 -0.084 0.487 0.0627
O -0.147329 15.840954 8.242764 0.075 -1.108 -0.801 0.0539
H 2.067634 16.286718 6.410311 0.027 -0.455 -0.140 0.0896
H 2.395681 14.657033 7.260754 0.254 0.230 -0.619 0.0887
H 2.185359 16.139006 8.175565 -0.313 0.042 -0.122 0.0868
C 4.942247 19.454619 5.848995 -0.669 1.797 0.898 -0.0987
C 5.814078 18.571977 5.322394 0.484 -0.840 -2.111 -0.0867
C 5.668528 18.206675 3.968351 -0.529 -0.068 -1.483 0.0125
C 4.605541 18.695241 3.117320 0.538 0.107 3.773 -0.1068
C 3.715646 19.564094 3.797110 0.350 1.027 -1.312 0.0021
C 3.919933 20.024247 5.101614 -0.253 -1.796 -0.279 -0.0454
N 4.444053 18.303104 1.701743 -0.536 1.603 -0.747 -0.3231
O 5.386328 17.697819 1.205142 -1.155 0.184 0.179 0.0662
O 3.439221 18.746242 1.083966 2.257 -1.346 1.450 0.0528
H 5.144588 19.851946 6.832663 -0.266 -0.173 0.311 0.1111
H 6.646020 18.235429 5.923241 0.085 -0.275 -0.236 0.1059
H 6.412852 17.579034 3.500979 0.012 -0.214 0.042 0.1016
H 2.999928 20.128408 3.217709 -0.505 -0.480 -0.173 0.1014
H 3.168473 20.611377 5.608547 0.081 0.506 -0.285 0.0987
C -1.121467 22.528601 1.867394 -0.276 -3.564 -1.776 -0.1161
C -0.443398 21.509786 2.562157 1.527 2.403 1.030 -0.0271
C 0.287383 21.954262 3.702074 -1.292 1.285 -0.065 0.0375
C 0.094717 23.310347 4.180732 -0.447 -2.646 -2.809 -0.1118
C -0.649152 24.194924 3.359985 0.692 1.203 3.483 -0.0230
C -1.284928 23.801686 2.244718 -0.232 0.466 -0.318 -0.1279
N 0.902480 23.742667 5.306847 0.129 1.671 -1.785 -0.3754
O 1.512149 22.960029 5.956986 0.412 -1.637 1.106 0.0922
O 1.063425 24.946754 5.363305 -0.282 0.844 0.599 0.0654
H -1.565910 22.298166 0.910428 -0.191 -0.536 -0.102 0.1089
H -0.256296 20.517876 2.178072 -0.331 -0.001 -0.066 0.1108
H 0.996133 21.302750 4.191565 -0.222 -0.029 0.250 0.0797
H -0.830116 25.203483 3.701232 0.381 0.141 0.241 0.1177
H -1.925707 24.430897 1.644810 0.200 0.346 0.137 0.1184
C -4.709018 22.803472 3.669770 1.692 0.767 0.197 -0.0966
C -5.945172 22.327655 3.389838 -0.846 -1.237 -0.361 -0.0972
C -6.137564 20.942597 3.313081 0.541 -0.141 0.358 -0.0091
C -5.082834 20.058179 3.606454 0.489 2.487 -0.515 -0.1133
C -3.745969 20.578370 3.857728 -2.287 -0.201 -1.280 0.0652
C -3.597551 21.974083 3.833180 -0.648 -1.489 1.444 -0.0678
N -5.335610 18.633360 3.506039 1.632 -1.614 0.323 -0.3440
O -4.306252 17.951840 3.547852 -1.597 0.408 -0.273 0.0875
O -6.477105 18.181505 3.415325 0.745 0.745 -0.005 0.0467
H -4.491167 23.858037 3.752446 -0.323 0.260 0.007 0.1033
H -6.807365 22.953883 3.214152 0.103 0.244 -0.022 0.0999
H -7.117751 20.617041 2.997409 0.071 -0.522 0.242 0.1080
H -2.920456 19.882234 3.875777 0.063 -0.012 0.637 0.1006
H -2.691274 22.375955 4.261623 0.301 0.156 -0.531 0.0860
```
Forces are in eV/Å.

## Properties
Net charge: -1
HOMO level in eV: -2.66
LUMO in eV: 0.3634
2S+1: 1
Orbital gap in eV: 3.0
Energy above the lowest of the compared OMol25 structures with the same formula, charge and spin in kcal per mole: 65.0
Molecular weight in g mol⁻¹: 573.367



> What is the molecular weight in the first record?

414.483 g mol⁻¹



> Which formula does entry 1 have?

C21H22N2O5S



> Which of these has the lowest energy above the lowest of the compared OMol25 structures with the same formula, charge and spin?

C21H22N2OS



> Among the records above, which one has the highest HOMO level?

C21H22N4O12V